[1]
The following is a DFT calculation (the ωB97M-V functional and the def2-TZVPD basis) of the ion C4H7O3 with charge -1 at a distorted geometry.

DFT total energy: -10400.893 eV
Net charge: -1

Last column: Mulliken charge in e.
Element x y z (Å)
O1 -2.3157 -1.1303 1.0425  -0.1853
C1 -2.1270 0.0759 1.2539  -1.3721
O2 -1.2996 0.7665 0.4253  0.3562
C2 -0.0445 0.0037 1.0721  -0.5319
C3 1.0798 1.0120 1.0339  -0.4246
O3 0.9073 1.9600 2.0601  -0.2454
C4 1.8632 2.9861 2.0281  -0.7025
H1 0.1734 -0.8006 0.3508  0.3524
H2 0.0327 -0.5335 2.0304  0.3443
H3 1.1040 1.5141 0.0490  0.2940
H4 2.0471 0.4899 1.1632  0.3243
H5 1.6599 3.6628 2.8669  0.2350
H6 2.8871 2.5838 2.1291  0.2708
H7 1.8037 3.5568 1.0841  0.2849

=====

[2]
The following is a DFT calculation (the ωB97M-V functional and the def2-TZVPD basis) of an isolated molecule of C20H22N2O4S.

DFT total energy: -43103.165 eV
SMILES: CC(C)Oc1ccc(OCCSc2nc3ccccc3n2CC(=O)O)cc1
Net charge: 0

Last column: Mulliken charge in e.
Element x y z (Å)
C1 3.1643 -0.1805 -4.4842  -1.5878
H1 3.7143 0.6102 -4.9860  0.4208
H2 2.5608 -0.7127 -5.2150  0.3687
H3 3.8703 -0.8802 -4.0437  0.3348
C2 2.2733 0.4150 -3.3972  0.6002
C3 3.0957 1.1867 -2.3659  -1.2123
H4 3.5019 2.0890 -2.8147  0.4726
H5 2.4806 1.4601 -1.5121  0.2102
H6 3.9214 0.5717 -2.0127  0.3375
H7 1.5371 1.0811 -3.8642  0.4087
O1 1.5894 -0.6782 -2.7843  -0.6502
C4 0.2960 -0.5187 -2.3390  0.2382
C5 -0.3840 -1.7004 -2.0632  -0.3361
C6 -1.6527 -1.6838 -1.5193  -0.3129
C7 -2.2707 -0.4717 -1.2334  0.3186
C8 -1.5989 0.7090 -1.5390  -0.7500
C9 -0.3313 0.6941 -2.0864  -0.1366
H8 0.1640 1.6326 -2.2739  0.3741
H9 -2.0850 1.6455 -1.3173  0.4239
O2 -3.5221 -0.3141 -0.6986  -0.4559
C10 -4.1792 -1.3942 -0.0841  -0.5639
C11 -3.7875 -1.5876 1.3802  -0.6380
H10 -4.4402 -2.3280 1.8406  0.5379
H11 -3.8268 -0.6430 1.9235  0.3793
S1 -2.0739 -2.1810 1.6033  -0.2590
C12 -1.3617 -0.7336 2.2576  0.2959
N1 -2.0440 0.2782 2.7069  -0.5922
C13 -1.1058 1.1680 3.1696  0.2427
C14 -1.2693 2.4172 3.7533  -0.7025
C15 -0.1296 3.0938 4.1368  -0.4916
C16 1.1426 2.5527 3.9503  -0.7105
C17 1.3250 1.3108 3.3732  -0.7864
C18 0.1869 0.6278 2.9842  1.0338
N2 -0.0077 -0.6132 2.4137  0.4092
C19 1.0026 -1.4562 1.8502  -1.4716
C20 1.5164 -0.8488 0.5431  1.0859
O3 1.3982 0.3128 0.2659  -0.4084
O4 2.0945 -1.7505 -0.2333  -0.5470
H12 2.2707 -1.3800 -1.1294  0.4936
H13 1.8407 -1.5536 2.5486  0.4108
H14 0.5922 -2.4481 1.6478  0.2991
H15 2.3121 0.9009 3.2232  0.3559
H16 2.0060 3.1206 4.2639  0.3874
H17 -0.2201 4.0687 4.5928  0.3792
H18 -2.2542 2.8314 3.8963  0.4606
H19 -5.2412 -1.1252 -0.1095  0.4054
H20 -4.0486 -2.3260 -0.6456  0.2790
H21 -2.1292 -2.6279 -1.3090  0.2818
H22 0.1065 -2.6404 -2.2642  0.3674

=====

Question: Look up the DFT total energy of the second one.
Answer: -43103.165 eV